Record 1
Here is a structure of composition C25H26N3OSe2Sn from the Open Molecules 2025 dataset. Energies are from ωB97M-V with the def2-TZVPD basis set.

Total charge: +1
Gap between HOMO and LUMO, hartree: 0.266
ΔE to the lowest compared entry with this formula, charge and spin, kcal/mol: 11.43
Lowest unoccupied orbital energy, eV: -2.917
Highest occupied orbital energy, Ha: -0.37364
Electronic energy, a.u.: -6224.72246

```
58
C25H26N3OSe2Sn, DFT ωB97M-V with the def2-TZVPD basis set
Sn -1.90266 -0.77546 -0.27390
Se -2.98899 -3.08960 2.96390
Se -2.19892 -3.74530 0.87988
O -1.50837 0.96235 1.31261
N -0.45520 1.38779 -1.47304
N -0.27016 -1.75341 0.55111
N -3.76070 -0.81915 1.43071
C -4.54078 0.23950 1.16420
C -0.29945 1.27717 2.04376
C 2.75141 -0.17914 -2.42270
C 1.10004 -1.41151 0.14127
C -5.57637 0.63979 1.97624
C 1.48268 -1.99008 -1.24080
C 3.93085 0.43816 -2.81376
C 1.81645 -3.04130 1.82759
C 0.28345 2.44522 -1.09501
C -0.33251 3.64834 -3.08416
C 0.34888 3.59212 -1.88036
C 5.15281 -0.14516 -2.50945
C -1.09895 1.45042 -2.64029
C -5.05261 -1.21063 3.39287
C -1.06497 2.54557 -3.48462
C 5.18596 -1.34909 -1.82047
C -4.02215 -1.54144 2.51292
C 4.00415 -1.96406 -1.43146
C 0.40299 2.50643 1.50332
C 1.12720 2.37467 0.15667
C 0.56803 -3.74526 1.58013
C -0.42588 -3.03411 1.01625
C -5.82789 -0.10154 3.12575
C 2.05604 -1.87669 1.21426
C 2.77348 -1.38475 -1.72497
H 6.07439 0.33023 -2.81811
H 0.68308 -1.74388 -1.94953
H 4.03526 -2.90672 -0.89776
H 1.55317 -3.07637 -1.17259
H -6.63463 0.17247 3.79231
H 0.40073 -4.75110 1.93377
H -6.17583 1.49901 1.71288
H -0.27954 4.53345 -3.70429
H -1.59938 2.52710 -4.42359
H 3.89694 1.36895 -3.36616
H 1.84577 3.19224 0.09213
H 1.72606 1.46278 0.13536
H 2.94692 -1.29785 1.42102
H 1.79685 0.27248 -2.66973
H 0.31142 0.37836 1.98460
H -2.01882 1.77089 1.18133
H -0.57130 1.42945 3.08928
H -1.67711 0.57403 -2.91580
H -5.24530 -1.83144 4.25715
H 1.14028 2.78570 2.26000
H 6.13538 -1.81444 -1.58989
H -4.31322 0.77917 0.24761
H -0.30320 3.34431 1.46453
H 2.51501 -3.44868 2.54723
H 1.14690 -0.32738 0.04126
H 0.95232 4.42744 -1.55140
```

Record 2
Here is the molecule C24H27N5O4S from the Open Molecules 2025 dataset. Energies are from ωB97M-V with the def2-TZVPD basis set.

Gap between HOMO and LUMO, hartree: 0.325
ΔE to the lowest compared entry with this formula, charge and spin, kcal/mol: 0.00
Lowest unoccupied orbital energy, eV: 0.430
Highest occupied orbital energy, Ha: -0.30927
Electronic energy, a.u.: -1903.81242

```
61
C24H27N5O4S, DFT ωB97M-V with the def2-TZVPD basis set
S -3.00667 0.87893 3.61635
O -2.83198 -2.12113 -0.75358
O 0.83254 -1.32066 1.81693
O -2.57144 -4.88812 0.39578
O -2.34508 -5.33878 -1.77688
N -0.91476 -2.82127 0.21539
N -0.67488 0.01350 0.74644
N 0.29064 2.44893 -0.21384
N 1.49345 0.68288 0.99352
N 2.50232 2.50101 0.17785
C 3.59524 1.80021 0.79475
C -3.08160 1.30929 1.83881
C 0.83044 3.60349 -0.75938
C 2.23004 3.65349 -0.51965
C -0.33138 -3.42656 -2.11541
C 0.20979 4.62747 -1.45714
C 0.29136 -1.01023 -2.34592
C 1.31823 1.84819 0.31187
C 2.90648 0.51941 1.32541
C 3.01028 4.70424 -0.96215
C 2.00573 -2.56599 -1.74635
C -0.70564 -3.91813 -0.70197
C -1.23811 1.10201 3.97197
C -3.10557 0.09597 0.92002
C 0.99702 5.67457 -1.89785
C -1.86025 -0.77554 1.02801
C 2.36821 5.71414 -1.65625
C -1.96625 -4.77952 -0.78662
C 0.67742 -2.31570 -2.06886
C 0.54215 -0.29506 1.21816
C 1.21658 0.01883 -2.33881
C 2.54111 -0.24498 -2.03640
C 2.93146 -1.53804 -1.72881
C -1.94264 -1.97114 0.05664
H 0.53940 6.48515 -2.44472
H 2.32105 -3.57515 -1.52291
H -1.14437 1.09561 5.05329
H -0.77314 0.85815 0.18950
H 3.01588 0.40606 2.40699
H 2.94374 6.55213 -2.01933
H 4.37991 1.57133 0.06736
H -1.76761 -1.18574 2.04185
H 0.05070 -4.27559 -2.68371
H 3.96470 -1.75046 -1.49094
H -0.65178 0.29166 3.55001
H -0.91092 2.06031 3.57839
H 3.26875 0.55425 -2.05372
H 0.90480 1.02533 -2.57712
H -0.74143 -0.80313 -2.58487
H -3.97141 -0.52491 1.15289
H -0.85121 4.59750 -1.64530
H 0.09232 -4.54287 -0.28790
H -1.24374 -3.07608 -2.59880
H -3.20865 0.43345 -0.11405
H 3.28547 -0.38658 0.84487
H -2.23548 1.96184 1.62858
H -4.00436 1.87608 1.71806
H -0.19513 -2.59903 0.89693
H -3.39142 -5.39907 0.30651
H 4.07294 4.73375 -0.77466
H 4.03264 2.39414 1.60419
```

Record 3
Here is the molecule C4H7NO from the Open Molecules 2025 dataset. Energies are from ωB97M-V with the def2-TZVPD basis set.

Gap between HOMO and LUMO (spin up / spin down), hartree: 0.321 / 0.321
ΔE to the lowest compared entry with this formula, charge and spin, kcal/mol: 112.04
Lowest unoccupied orbital energy (spin up / spin down), eV: -0.091 / -0.091
Highest occupied orbital energy (spin up / spin down), Ha: -0.32419 / -0.32414
Electronic energy, a.u.: -286.45311

```
13
C4H7NO, DFT ωB97M-V with the def2-TZVPD basis set
O 1.63139 0.39916 0.74691
N -0.72241 1.05492 1.04952
C -0.94002 -0.67797 -0.03139
C -0.56788 0.76061 -0.29827
C 0.35592 -1.27833 -0.48216
C 0.90317 0.17157 -0.40453
H 0.96968 0.80582 1.36176
H -1.57378 1.60897 1.20924
H 1.40952 0.53183 -1.29942
H -1.65422 -1.08403 0.67447
H 0.33064 -1.61037 -1.53851
H -0.98501 1.37209 -1.10145
H 0.84299 -2.05428 0.11384
```

Record 4
Here is a structure of composition C27H45ClF5PTi from the Open Molecules 2025 dataset. Energies are from ωB97M-V with the def2-TZVPD basis set.

Gap between HOMO and LUMO (spin up / spin down), hartree: 0.248 / 0.248
ΔE to the lowest compared entry with this formula, charge and spin, kcal/mol: 0.00
Lowest unoccupied orbital energy (spin up / spin down), eV: -0.748 / -0.749
Highest occupied orbital energy (spin up / spin down), Ha: -0.27515 / -0.27503
Electronic energy, a.u.: -3206.07566

```
80
C27H45ClF5PTi, DFT ωB97M-V with the def2-TZVPD basis set
Ti 0.92808 -1.91838 0.69333
Cl 2.01923 -2.21171 -1.29285
P 0.24727 0.34693 -0.52517
F 1.10249 -4.71549 0.25670
F 3.09654 -3.87426 0.89390
F 2.38740 -6.00752 2.27670
F 0.47956 -5.16009 2.89006
F 2.38292 -4.22155 3.53366
C -3.11947 2.37881 0.99694
C 3.34709 2.23633 -2.73401
C 1.99705 -0.59451 1.80502
C -0.92464 -1.74885 1.90411
C 3.91040 3.18060 -1.66523
C 1.92664 1.74610 -2.42273
C -0.86330 1.75716 0.03414
C -1.27244 0.51866 -3.03014
C -1.69383 4.13365 -0.19213
C -3.10575 3.70010 0.21918
C -1.74650 -2.41757 -2.94391
C -1.30263 -2.92643 4.17340
C -0.50643 -0.40185 -2.07357
C -0.11678 -0.66846 2.62252
C -2.41696 -1.54296 -4.00828
C 1.74510 -4.84256 2.50300
C -1.35181 -1.62442 -1.68758
C 2.32967 2.15987 0.06262
C 3.75569 2.63899 -0.23978
C -1.57742 -2.87830 2.65727
C 0.01502 -2.26864 4.56738
C -1.63307 -0.25828 -4.30417
C 1.86411 1.16156 -1.00602
C 0.09412 -0.81330 4.09289
C 1.75341 -3.97525 1.25173
C -2.29340 1.27594 0.31891
C -0.89074 3.00717 -0.85774
H -1.14692 4.46408 0.70527
H -1.29954 -3.84042 2.20885
H -2.12430 -2.43415 4.70215
H -0.70309 -0.51946 -4.82822
H -3.56810 4.48561 0.82204
H -2.67081 -2.82963 2.52344
H -2.41140 -3.24194 -2.65986
H 0.38366 -0.77434 -2.60600
H -2.26074 -1.29746 -1.15782
H 4.04219 3.40918 0.48479
H 0.12074 3.36845 -1.07562
H -1.31128 -3.97319 4.51300
H -0.67603 1.40234 -3.30163
H -2.53659 -2.11958 -4.93222
H 1.63309 0.99101 -3.16543
H 3.35228 2.73109 -3.71151
H 2.55652 0.30394 -0.97865
H 2.29401 1.68117 1.04811
H 0.84509 -2.84103 4.15053
H -1.74428 4.99091 -0.87057
H 1.21914 2.58385 -2.52197
H 3.03232 -0.63715 1.37400
H 1.07324 -0.40555 4.35590
H -1.35257 2.75984 -1.82592
H 4.97022 3.36665 -1.87137
H -0.27593 0.35335 2.24532
H -2.70573 2.55321 2.00358
H -4.14748 2.02979 1.12705
H 2.02896 0.10133 2.65454
H -0.79667 -2.31389 -1.01685
H 3.40278 4.15246 -1.73977
H -1.50320 -1.44819 1.00708
H -2.28822 0.38254 0.95594
H -2.19311 0.88127 -2.54977
H 1.65316 3.02674 0.09715
H -2.21085 0.38906 -4.97376
H -3.72549 3.58981 -0.68518
H 4.00203 1.35698 -2.81444
H -3.42675 -1.27538 -3.67038
H 0.13196 -2.30626 5.65928
H -0.40125 2.04912 0.99607
H -0.65295 -0.22651 4.64319
H -2.78124 0.98608 -0.62639
H -0.83634 -2.86938 -3.36185
H 4.44287 1.79214 -0.10224
```

Record 5
Here is the molecule CH6N4S from the Open Molecules 2025 dataset. Energies are from ωB97M-V with the def2-TZVPD basis set.

Gap between HOMO and LUMO, hartree: 0.322
ΔE to the lowest compared entry with this formula, charge and spin, kcal/mol: 101.63
Lowest unoccupied orbital energy, eV: 0.318
Highest occupied orbital energy, Ha: -0.31017
Electronic energy, a.u.: -658.70936

```
12
CH6N4S, DFT ωB97M-V with the def2-TZVPD basis set
S 2.84475 -0.14498 -0.01850
N -0.61565 1.44921 0.26927
N -0.91858 -1.49609 -0.32499
N 0.50011 1.02841 -0.27898
N 0.12162 -1.03763 0.61073
C 1.14946 -0.05518 0.15972
H -1.09936 1.05245 1.17394
H 0.95030 1.98099 -0.37311
H -1.66364 -0.52927 -0.36419
H -0.35549 -1.87264 -1.39782
H 0.57566 -1.97587 1.10904
H -1.48919 1.60061 -0.56511
```

Record 6
Here is a structure of composition C2H4N2O2 from the Open Molecules 2025 dataset. Energies are from ωB97M-V with the def2-TZVPD basis set.

Gap between HOMO and LUMO, hartree: 0.402
ΔE to the lowest compared entry with this formula, charge and spin, kcal/mol: 51.55
Lowest unoccupied orbital energy, eV: 0.649
Highest occupied orbital energy, Ha: -0.37850
Electronic energy, a.u.: -338.57104

```
10
C2H4N2O2, DFT ωB97M-V with the def2-TZVPD basis set
O 0.31641 -1.50172 0.54339
O 0.89698 1.10540 -2.46905
N -0.01699 0.57768 -0.45364
N -0.80176 -0.16680 1.70954
C 0.70479 0.28774 -1.60602
C -0.17715 -0.31207 0.57387
H 1.06153 -0.75114 -1.62186
H -0.39175 1.51205 -0.37688
H -0.29148 -1.40668 1.68009
H -1.30057 0.65554 2.02056
```

Record 7
Here is a cluster of 2 separate species, C3H11N3O in total from the Open Molecules 2025 dataset. Energies are from ωB97M-V with the def2-TZVPD basis set.

Gap between HOMO and LUMO, hartree: 0.350
ΔE to the lowest compared entry with this formula, charge and spin, kcal/mol: 16.95
Lowest unoccupied orbital energy, eV: 0.616
Highest occupied orbital energy, Ha: -0.32703
Electronic energy, a.u.: -360.41039

```
18
C3H11N3O, DFT ωB97M-V with the def2-TZVPD basis set
O -1.64989 -0.92833 -0.65715
N 0.39405 -0.72105 1.58881
N 0.91951 1.32577 2.55561
N 2.62685 -0.19685 1.96157
C 1.39779 0.14376 2.00659
C -1.37334 0.09401 -1.60981
C -0.63961 -0.50371 -2.79160
H -0.39905 0.25865 -3.52924
H -2.29452 0.57744 -1.94558
H -2.55073 -0.83274 -0.33305
H 3.19706 0.44147 2.51152
H 1.53922 2.11737 2.51605
H -0.76456 0.89101 -1.16385
H 0.81143 -1.60497 1.33087
H -0.19115 -0.36393 0.84380
H -1.25951 -1.27445 -3.23962
H 0.28890 -0.97522 -2.46940
H -0.05247 1.55177 2.42449
```